Computed, not measured: a cluster of 2 separate species, C14H4Cl2N3O4S in total in a non-equilibrium geometry, with ωB97M-V/def2-TZVPD.

```
28
Properties=species:S:1:pos:R:3:lowdin_charge:R:1
Cl -0.93063 2.41166 3.13171 0.762
Cl -3.18816 2.55344 1.00232 0.761
S -0.18767 -2.17194 -2.03418 0.510
O 4.32467 2.45078 -0.78255 0.017
O 2.95285 3.60979 -2.01130 0.015
O -3.85325 -0.06281 -0.05603 0.125
O -0.01305 -0.30314 3.56651 0.117
N 3.29321 2.55654 -1.45796 -0.355
N -3.18946 -3.57087 0.02488 0.227
N -0.33712 -3.73459 2.69471 0.220
C -2.34838 -1.42115 1.11775 -0.081
C -0.88702 -0.26597 2.71821 -0.374
C 1.27181 1.46947 -2.35274 -0.031
C 1.97883 -0.91103 -1.12702 -0.142
C 0.79825 -0.83817 -1.87705 -0.861
C 2.78309 0.19103 -0.99524 -0.029
C -2.47490 1.05134 1.42179 -0.582
C -2.95671 -0.13739 0.76547 -0.368
C 2.43726 1.38862 -1.60435 -0.190
C -1.48940 0.98994 2.35202 -0.583
C -2.81450 -2.58219 0.51027 -0.179
C 0.45961 0.37411 -2.49138 -0.144
C -0.79157 -2.70316 2.41006 -0.148
C -1.35535 -1.48223 2.05336 -0.080
H 3.69359 0.14600 -0.41981 0.109
H 1.02145 2.40701 -2.82202 0.108
H 2.24691 -1.84584 -0.66009 0.089
H -0.44437 0.43076 -3.07736 0.089
```

The total charge is -1. For the HOMO energy, the calculation gives -4.0 eV. As for the gap between HOMO and LUMO: 3.239 eV. The value obtained for the largest force on an atom is 0.0675 hartree/bohr. Its molar mass is 381.18 u.

=====

Computed, not measured: a cluster of 12 separate species, C14H50F2N9O15S2 in total in a non-equilibrium geometry, with ωB97M-V/def2-TZVPD.

```
92
Properties=species:S:1:pos:R:3:lowdin_charge:R:1
S -0.25795 -0.69245 -0.10916 0.551
S -1.50948 -0.89522 -2.65262 0.540
F -1.93469 -2.22278 -3.39527 -0.150
F -0.52813 0.76891 -0.63198 -0.129
O -2.32404 2.69324 -1.80616 -0.136
O -2.33048 3.01310 3.04354 -0.088
O -1.93700 -3.49409 1.40933 -0.125
O -1.68267 4.65802 0.65652 -0.152
O -0.65817 0.79440 5.05969 -0.095
O -5.52733 -0.73697 1.44383 -0.064
O 2.13768 -1.87443 -2.96903 -0.079
O 1.16502 -0.80775 -0.01765 -0.302
O 6.03479 0.18147 -1.13526 -0.191
O -2.75190 -0.19076 -2.50954 -0.270
O 2.15525 2.15431 -1.61362 -0.122
O 3.21321 -4.61197 2.70950 -0.134
O -0.55968 -0.24638 -3.51240 -0.266
O 2.50236 0.59811 1.71539 -0.148
O -1.02023 -0.80337 1.09116 -0.262
N -1.58807 -1.05244 3.96163 0.176
N 1.78858 -3.15667 1.63873 0.168
N 4.61167 -1.20259 -2.42297 0.159
N 0.57282 4.56001 1.18327 0.129
N -0.08110 3.58815 -0.70040 0.168
N -0.97644 -1.48925 -1.26297 -0.274
N 3.65009 0.06907 -0.81643 0.142
N 3.35503 -2.21435 2.70887 0.209
N -1.87019 -0.85924 6.12900 0.115
C 1.61035 0.53623 2.80894 -0.141
C 2.07693 -3.13258 -2.29938 -0.263
C 0.71208 2.33931 -3.53162 -0.112
C -2.35895 4.85423 -2.60077 -0.077
C 4.73423 -0.35945 -1.41391 -0.546
C 3.18299 -4.08346 -2.73422 -0.060
C -2.13394 1.89829 2.19673 -0.177
C -0.39443 4.21119 0.38477 -0.646
C -1.35324 -0.36353 5.03120 -0.664
C -3.04829 3.47945 -2.70251 -0.301
C -2.73776 -4.50077 0.81942 -0.166
C 1.82183 1.64357 -2.92552 -0.320
C -4.60886 -0.91331 0.42482 -0.168
C 2.83291 -3.33208 2.40480 -0.642
H -3.79311 -4.33890 0.81525 0.055
H 3.09902 -4.36129 -3.77575 0.078
H -0.24154 2.00753 -3.07372 0.056
H 1.38170 -3.96515 1.15665 0.130
H -1.88100 -2.78054 0.78162 0.000
H -4.04701 -1.78911 0.28573 0.054
H 0.78208 2.94525 -0.83770 0.105
H 4.17618 -3.75748 -2.73736 0.042
H -5.19896 -1.17452 2.19098 0.046
H 1.30028 -1.49875 -3.00680 0.010
H -1.36963 4.71449 -3.03653 0.060
H 1.06006 -3.53406 -2.42424 0.131
H -2.46184 2.09388 1.18452 0.067
H -2.89777 3.03515 -3.72950 0.123
H -2.91063 5.59032 -3.20037 0.071
H 3.20123 -4.95417 -2.09808 0.085
H -2.25529 5.18160 -1.56313 0.058
H 1.09863 1.51693 2.72913 0.095
H -1.67868 -0.51363 7.13799 0.160
H 0.96802 3.40071 -3.42988 0.096
H 0.87356 -0.23910 2.75635 0.045
H -2.15632 -1.90835 4.05437 0.124
H -2.41608 1.75691 -2.07987 0.050
H -1.22000 -0.78342 3.02280 0.077
H 2.66218 1.79612 -3.61152 0.127
H 2.94037 1.67679 -1.25530 0.057
H 3.10535 -1.25969 2.43528 0.097
H -2.45422 -4.70848 -0.21642 0.079
H 3.93300 0.72222 -0.11551 0.105
H 0.69780 2.07021 -4.62599 0.112
H -2.61065 -5.45347 1.38688 0.090
H 5.54675 -1.53828 -2.76738 0.143
H -2.73659 1.05701 2.50063 0.054
H -2.94510 3.66149 2.78181 0.046
H 2.17072 0.35072 3.73271 0.096
H -3.88531 -0.12647 0.57566 0.063
H 2.24542 -3.07920 -1.30536 0.052
H 1.72966 -2.30249 1.14291 0.038
H -4.97235 -0.51043 -0.48616 0.074
H -4.14403 3.54135 -2.56643 0.111
H 2.78619 -0.52517 -0.75257 0.101
H 1.58233 0.60093 -2.85477 0.070
H 3.75220 -1.67965 -2.71373 0.046
H -0.76795 3.32427 -1.38818 0.029
H -1.15077 1.47638 2.03747 0.040
H 1.55300 4.04140 1.18316 0.167
H -2.57451 -1.60581 6.15270 0.103
H 3.95996 -2.28615 3.44057 0.089
H 0.23964 4.95918 2.09146 0.131
H 1.93925 0.34777 1.01787 -0.027
```

The total charge is -1. For the HOMO energy, the calculation gives -6.2 eV. As for the gap between HOMO and LUMO: 8.261 eV. The value obtained for the largest force on an atom is 0.1681 hartree/bohr. Its molar mass is 686.73 u.

=====

Computed, not measured: a cluster of 11 separate species, C14H50N4O11 in total in a non-equilibrium geometry, with ωB97M-V/def2-TZVPD.

```
79
Properties=species:S:1:pos:R:3:lowdin_charge:R:1
O -14.34400 -2.03200 8.56500 -0.074
O -14.28900 -0.70400 11.83200 -0.109
O -10.72200 4.50000 9.27300 -0.140
O -9.86600 3.08300 14.71300 -0.049
O -17.05700 2.34000 14.79200 -0.075
O -13.48300 2.15900 8.18000 -0.132
O -13.02300 -0.55100 14.23200 -0.146
O -10.43400 1.03500 10.67800 -0.162
O -14.43100 4.37700 10.78800 -0.149
O -12.77000 6.91100 13.26500 -0.125
O -13.05300 2.07700 13.35300 -0.082
N -13.13900 1.59100 11.02900 0.189
N -12.19600 3.40900 11.68300 0.165
N -11.34100 5.04100 13.61300 0.115
N -13.38600 4.92000 14.31800 0.180
C -15.71900 2.46600 14.50700 -0.188
C -10.64100 -0.09900 11.61200 -0.100
C -15.33200 3.93500 9.75800 -0.149
C -12.19700 0.05700 15.21400 -0.172
C -12.22400 1.91600 7.67700 -0.160
C -16.53500 0.24800 11.84500 -0.060
C -13.14000 -2.42300 9.24500 -0.272
C -15.52000 -0.54000 11.02600 -0.235
C -11.95500 -1.52000 8.92200 -0.069
C -10.62300 2.78800 15.89300 -0.339
C -11.64200 5.56900 8.91700 -0.125
C -10.72600 3.84600 16.92600 -0.070
C -12.84000 2.35100 12.04700 -0.600
C -12.48300 5.67100 13.80400 -0.635
H -9.96000 -0.82300 11.19300 0.075
H -15.12300 1.67300 15.03500 0.103
H -16.51500 -0.02000 12.85800 0.055
H -13.23200 0.14000 13.61000 -0.003
H -13.68500 3.77300 11.02200 -0.002
H -15.52200 2.29600 13.49400 0.025
H -12.46000 5.45300 9.70000 0.078
H -11.42400 3.51400 17.63000 0.067
H -15.40700 0.06600 10.09800 0.108
H -11.68600 -0.72600 15.77000 0.079
H -12.10000 0.87900 7.52600 0.046
H -11.89300 -0.46200 9.23900 0.043
H -13.29800 3.88800 14.37000 0.093
H -10.58600 5.53100 13.03900 0.175
H -11.38200 6.67700 9.10000 0.111
H -13.89100 -1.51900 11.59200 0.045
H -11.65500 -0.49100 11.62900 0.049
H -10.84700 4.34100 14.14600 0.044
H -11.78500 -1.33300 7.87700 0.063
H -14.11000 1.66600 7.62600 0.118
H -14.85900 -2.78000 8.24000 0.091
H -15.79800 -1.55600 10.77000 0.107
H -10.15800 1.94100 16.36200 0.116
H -9.73200 4.06800 17.39800 0.101
H -11.39300 2.39900 8.28000 0.102
H -12.17100 5.53800 8.00500 0.053
H -15.41200 3.47200 14.79500 0.069
H -16.22700 1.28500 11.85800 0.054
H -13.34800 -2.54300 10.24000 0.053
H -11.11000 4.78200 16.43400 0.093
H -12.86300 -3.45100 9.03900 0.116
H -9.37500 3.80900 15.06200 0.071
H -12.16700 2.25600 6.66700 0.075
H -14.33000 5.32800 14.20800 0.140
H -13.08300 1.88300 10.01400 0.120
H -17.15100 1.44700 15.02300 0.048
H -12.87400 0.57000 15.91700 0.080
H -10.97400 -1.86700 9.33900 0.093
H -16.34200 4.38400 9.71800 0.082
H -9.87000 4.81200 8.96200 0.083
H -11.93500 4.13100 12.40900 0.081
H -13.53200 0.68800 11.24700 0.057
H -15.48500 2.84300 9.84600 0.061
H -11.58400 2.46400 15.78700 0.048
H -14.90800 4.21200 8.80800 0.051
H -17.55600 0.13100 11.42600 0.099
H -10.50600 0.21300 12.62300 0.063
H -11.24200 1.61400 10.80900 0.026
H -11.84600 3.61000 10.73500 0.106
H -11.43200 0.72700 14.75800 0.055
```

Its SMILES is NC(N)=O.NC(N)=O.CCO.CCO.CCO.CO.CO.CO.CO.CO.CO. For the HOMO energy, the calculation gives -8.8 eV. As for the gap between HOMO and LUMO: 9.123 eV. The value obtained for the largest force on an atom is 0.1649 hartree/bohr. Its molar mass is 450.57 u. The value obtained for the relative energy (zero: lowest compared OMol25 entry of this formula, charge and spin) is 463.2 kJ/mol.

=====

> Among the records above, which one has the lowest HOMO?

C14H50N4O11

=====

> Which of these has the highest largest force on an atom?

C14H50F2N9O15S2